Here is a molecular structure, C39H28BrCo2O7PS from OMol25. Energies are from ωB97M-V/def2-TZVPD.

The geometry in XYZ format:
```
79
Properties=species:S:1:pos:R:3:lowdin_charge:R:1
Br -3.511 2.350 -3.750 0.631
C -3.078 1.035 -2.505 -0.830
S -4.097 -0.370 -2.682 0.522
C -5.830 0.059 -3.026 -0.275
C -6.579 0.830 -2.134 -0.065
C -7.909 1.137 -2.437 -0.092
C -8.509 0.607 -3.589 -0.117
C -7.783 -0.261 -4.413 -0.106
C -6.447 -0.545 -4.126 -0.069
O -3.721 -1.119 -3.862 -0.400
O -4.154 -1.029 -1.396 -0.370
H -2.030 0.709 -2.539 -0.025
H -6.141 1.145 -1.186 0.080
H -8.477 1.756 -1.739 0.094
H -9.551 0.845 -3.826 0.086
H -8.243 -0.755 -5.266 0.088
H -5.895 -1.260 -4.734 0.103
O 0.197 1.893 -3.802 0.121
C 0.452 1.442 -2.771 -0.123
Co 0.785 0.884 -1.118 0.083
C -0.584 -0.120 -0.546 -0.161
O -1.589 -0.701 -0.445 0.096
C 2.013 -0.204 -1.735 -0.177
O 2.751 -0.927 -2.261 0.087
C 1.419 1.978 0.172 -0.267
C 0.209 2.410 -0.373 -0.282
C -0.637 3.447 -0.576 -0.089
C -2.080 3.392 -0.570 -0.256
C -2.820 4.427 -1.192 -0.107
C -4.207 4.374 -1.246 -0.162
C -4.899 3.299 -0.646 -0.147
C -4.183 2.272 -0.036 -0.125
C -2.787 2.330 0.032 -0.053
Co 1.280 0.567 1.497 -0.071
C -0.122 -0.176 2.239 -0.228
O -1.037 -0.626 2.806 0.060
C 1.867 1.447 2.878 -0.242
O 2.246 1.948 3.860 0.056
P 2.804 -0.859 1.585 1.015
C 2.565 -2.511 0.829 -0.325
C 3.519 -3.526 1.029 -0.101
C 3.312 -4.791 0.478 -0.099
C 2.146 -5.065 -0.241 -0.098
C 1.172 -4.072 -0.392 -0.064
C 1.380 -2.803 0.150 -0.078
C 4.398 -0.234 0.919 -0.318
C 5.097 -0.925 -0.081 -0.091
C 6.336 -0.453 -0.524 -0.092
C 6.833 0.764 -0.065 -0.110
C 6.100 1.504 0.873 -0.090
C 4.904 0.993 1.384 -0.093
C 3.263 -1.431 3.284 -0.313
C 4.569 -1.385 3.787 -0.086
C 4.827 -1.767 5.107 -0.100
C 3.790 -2.221 5.927 -0.111
C 2.500 -2.352 5.400 -0.086
C 2.243 -1.969 4.081 -0.078
H 2.347 2.550 0.274 0.056
H -0.181 4.428 -0.784 0.103
H -2.257 5.252 -1.636 0.099
H -4.753 5.167 -1.766 0.088
H -5.988 3.257 -0.685 0.080
H -4.702 1.411 0.395 0.104
H -2.184 1.575 0.545 0.099
H 4.418 -3.325 1.613 0.105
H 4.068 -5.566 0.627 0.093
H 1.983 -6.052 -0.676 0.093
H 0.247 -4.268 -0.937 0.111
H 0.601 -2.037 0.059 0.067
H 4.683 -1.832 -0.507 0.090
H 6.906 -1.049 -1.241 0.097
H 7.786 1.147 -0.431 0.090
H 6.453 2.476 1.220 0.097
H 4.362 1.561 2.149 0.098
H 5.388 -1.043 3.156 0.099
H 5.845 -1.711 5.491 0.092
H 3.981 -2.488 6.967 0.090
H 1.686 -2.750 6.009 0.099
H 1.232 -2.090 3.674 0.103
```

Computed properties:
Charge: -2
Kohn-Sham gap (eV): 4.303

Here is a molecular structure, C39H29AsF5N3O7STeTi from OMol25. Energies are from ωB97M-V/def2-TZVPD.

The geometry in XYZ format:
```
87
Properties=species:S:1:pos:R:3:lowdin_charge:R:1
Ti 1.184 -0.637 0.841 1.182
O 2.682 -4.713 4.623 0.079
C 3.593 -4.434 3.672 -0.260
C 4.569 -5.411 3.532 -0.006
C 5.564 -5.268 2.584 -0.061
C 5.569 -4.196 1.698 -0.069
C 4.601 -3.229 1.820 -0.033
C 3.600 -3.326 2.790 -0.088
C 2.566 -2.266 2.717 -0.348
O 2.633 -1.399 1.671 -0.169
N 1.556 -2.235 3.505 0.111
N 0.709 -1.208 3.070 -0.018
C 0.235 -0.488 4.003 -0.021
C -0.340 0.851 3.793 -0.142
C -1.231 1.447 4.691 -0.017
C -1.484 2.822 4.629 -0.068
C -0.714 3.586 3.751 -0.068
C 0.171 2.969 2.888 -0.002
C 0.280 1.577 2.791 -0.346
O 0.964 0.981 1.833 -0.242
H 1.974 -4.049 4.593 0.089
H 4.522 -6.288 4.157 0.120
H 6.292 -6.039 2.441 0.101
H 6.245 -4.170 0.856 0.107
H 4.535 -2.384 1.158 0.110
H 0.373 -0.809 5.019 0.140
H -1.773 0.857 5.394 0.110
H -2.201 3.275 5.302 0.107
H -0.824 4.679 3.714 0.120
H 0.740 3.595 2.212 0.118
F 1.002 -3.938 -2.546 -0.341
Te 1.167 -3.865 -0.636 1.916
F 2.399 -5.356 -0.982 -0.377
F 1.451 -4.318 1.156 -0.334
F 2.763 -2.891 -0.733 -0.348
F -0.177 -5.219 -0.629 -0.357
O 0.348 -2.321 0.003 -0.625
O 1.938 2.187 -4.897 -0.268
S 2.325 0.873 -4.522 0.657
O 3.378 0.203 -5.212 -0.260
N 2.509 0.783 -2.819 0.048
C 1.592 0.106 -2.224 -0.394
O 1.559 -0.057 -0.900 -0.225
C 0.617 -0.526 -3.186 -0.118
C -0.474 -1.375 -3.025 -0.051
C -1.129 -1.859 -4.146 -0.064
C -0.737 -1.523 -5.432 -0.051
C 0.344 -0.671 -5.622 -0.023
C 0.954 -0.186 -4.486 -0.247
H -0.776 -1.684 -2.030 0.091
H -2.002 -2.489 -4.005 0.118
H -1.224 -1.943 -6.331 0.123
H 0.688 -0.398 -6.611 0.127
C -3.946 0.148 -3.965 -0.086
C -2.935 1.108 -4.058 -0.077
C -2.120 1.361 -2.968 -0.115
C -2.317 0.725 -1.725 -0.354
C -3.421 -0.127 -1.630 -0.114
C -4.238 -0.403 -2.719 -0.083
As -1.163 1.040 -0.157 1.417
C -0.357 2.789 -0.722 -0.328
C -0.999 3.856 -1.369 -0.126
C -0.299 4.941 -1.896 -0.070
C 1.081 4.987 -1.778 -0.075
C 1.705 3.981 -1.082 -0.071
C 1.013 2.897 -0.557 -0.142
C -2.580 1.634 1.094 -0.354
C -3.305 0.628 1.707 -0.145
C -4.418 0.902 2.490 -0.079
C -4.799 2.218 2.708 -0.084
C -4.110 3.248 2.072 -0.073
C -3.001 2.955 1.275 -0.090
H -4.526 -0.169 -4.832 0.107
H -2.710 1.628 -5.000 0.118
H -1.330 2.094 -3.105 0.098
H -3.654 -0.606 -0.702 0.084
H -5.088 -1.082 -2.591 0.111
H -2.072 3.794 -1.519 0.104
H -0.846 5.720 -2.416 0.107
H 1.628 5.815 -2.231 0.113
H 2.782 4.002 -1.008 0.112
H 1.598 2.137 -0.049 0.076
H -3.043 -0.398 1.575 0.091
H -5.017 0.104 2.901 0.104
H -5.696 2.409 3.279 0.101
H -4.441 4.258 2.225 0.100
H -2.484 3.784 0.818 0.089
```

Computed properties:
Kohn-Sham gap (eV): 6.361

Here is a molecular structure, C39H30BiClN3PS3 from OMol25. Energies are from ωB97M-V/def2-TZVPD.

The geometry in XYZ format:
```
78
Properties=species:S:1:pos:R:3:lowdin_charge:R:1
Bi 1.091 0.337 0.680 1.309
S 0.313 -2.018 0.254 0.651
C -1.372 -1.878 -0.219 -0.684
C -2.028 -3.111 -0.303 -0.316
N -2.563 -4.127 -0.368 0.180
C -2.066 -0.728 -0.475 -0.772
S -1.448 0.875 -0.510 0.544
C -3.449 -0.808 -0.727 -0.315
N -4.583 -0.785 -0.905 0.183
C -4.866 2.428 4.301 -0.045
C -4.412 1.211 3.481 -0.553
C -4.390 1.609 2.005 -0.057
C -5.430 0.077 3.669 -0.037
C -3.052 0.732 3.967 -0.151
C -2.919 0.325 5.305 -0.025
C -1.749 -0.206 5.802 -0.072
C -0.672 -0.344 4.943 -0.446
S 0.870 -1.104 5.224 1.144
C 1.306 -0.776 3.571 -0.536
N 0.392 -0.124 2.902 -0.101
C -0.753 0.107 3.615 -0.280
C -1.944 0.650 3.136 0.051
C 2.525 -1.242 2.966 -0.291
C 3.425 -2.055 3.662 -0.046
C 4.521 -2.579 3.007 -0.073
C 4.733 -2.297 1.663 -0.068
C 3.847 -1.476 0.979 -0.139
C 2.740 -0.941 1.612 -0.376
H -5.850 2.753 3.969 0.085
H -4.169 3.254 4.175 0.089
H -4.941 2.197 5.360 0.073
H -5.375 1.952 1.700 0.092
H -4.137 0.763 1.373 0.053
H -3.682 2.416 1.831 0.087
H -6.413 0.411 3.347 0.086
H -5.504 -0.220 4.712 0.075
H -5.158 -0.789 3.069 0.094
H -3.760 0.405 5.978 0.110
H -1.671 -0.530 6.828 0.110
H -1.972 0.958 2.104 0.045
H 3.242 -2.287 4.700 0.089
H 5.206 -3.221 3.539 0.105
H 5.585 -2.726 1.154 0.105
H 4.008 -1.258 -0.070 0.069
Cl 4.323 1.430 -1.226 0.718
C 4.349 0.731 -2.804 -0.649
C 5.513 0.714 -3.549 -0.098
C 5.485 0.160 -4.818 -0.072
C 4.303 -0.361 -5.322 -0.069
C 3.146 -0.344 -4.563 -0.073
C 3.159 0.198 -3.283 -0.365
P 1.711 0.260 -2.155 0.928
C 0.680 -1.042 -2.892 -0.420
C 1.292 -2.299 -2.895 -0.156
C 0.585 -3.420 -3.274 -0.075
C -0.747 -3.300 -3.641 -0.073
C -1.358 -2.056 -3.645 -0.070
C -0.652 -0.925 -3.263 -0.116
C 1.077 1.909 -2.625 -0.396
C 0.475 2.175 -3.852 -0.081
C 0.083 3.467 -4.155 -0.069
C 0.300 4.498 -3.254 -0.075
C 0.904 4.238 -2.035 -0.073
C 1.289 2.949 -1.722 -0.170
H 6.424 1.123 -3.139 0.106
H 6.385 0.141 -5.415 0.108
H 4.279 -0.792 -6.311 0.107
H 2.232 -0.755 -4.964 0.110
H 2.329 -2.378 -2.592 0.109
H 1.070 -4.386 -3.272 0.108
H -1.308 -4.180 -3.916 0.108
H -2.396 -1.967 -3.931 0.113
H -1.143 0.038 -3.239 0.083
H 0.301 1.378 -4.560 0.105
H -0.392 3.675 -5.104 0.106
H -0.005 5.505 -3.498 0.104
H 1.075 5.036 -1.326 0.107
H 1.753 2.749 -0.764 0.028
```

Computed properties:
Kohn-Sham gap (eV): 6.731